{"formula": "C14H34FN2O12P4S", "method": "ωB97M-V with the def2-TZVPD basis set", "symbols": ["N", "C", "C", "C", "F", "C", "C", "P", "S", "N", "H", "H", "H", "H", "H", "H", "H", "C", "O", "P", "O", "O", "C", "O", "C", "H", "H", "H", "H", "H", "H", "H", "H", "H", "C", "O", "P", "O", "O", "C", "O", "C", "H", "H", "H", "H", "H", "H", "H", "H", "H", "C", "O", "P", "O", "O", "C", "O", "C", "H", "H", "H", "H", "H", "H", "H", "H", "H"], "coordinates": [[-6.71, -5.81, 1.21], [-5.79, -5.15, 0.35], [-5.24, -5.84, -0.72], [-4.31, -5.18, -1.51], [-3.73, -5.81, -2.50], [-3.95, -3.83, -1.26], [-4.56, -3.24, -0.19], [-4.13, -1.49, 0.27], [-4.40, -1.33, 2.19], [-5.45, -3.87, 0.57], [-6.54, -5.49, 2.16], [-7.65, -5.53, 0.91], [-5.56, -6.87, -0.86], [-3.23, -3.34, -1.90], [-2.75, -1.37, -0.07], [-4.85, -0.54, -0.49], [-5.90, -3.40, 1.36], [4.00, -1.72, 1.81], [3.44, -0.46, 1.39], [1.79, -0.41, 1.15], [1.70, -1.28, -0.07], [1.83, 1.16, 0.81], [2.71, 1.62, -0.21], [0.17, -0.29, 1.50], [-0.38, -1.35, 2.29], [5.01, -1.54, 2.17], [3.41, -2.15, 2.62], [4.04, -2.40, 0.97], [2.88, 0.85, -0.97], [3.67, 1.91, 0.24], [2.27, 2.49, -0.68], [0.15, -1.45, 3.23], [-0.32, -2.30, 1.74], [-1.42, -1.12, 2.49], [-4.89, 6.15, 1.05], [-4.43, 4.82, 1.36], [-5.22, 3.57, 0.59], [-6.56, 3.67, 1.26], [-4.26, 2.47, 1.26], [-4.11, 2.43, 2.67], [-5.61, 2.48, -0.62], [-6.18, 3.06, -1.81], [-4.14, 6.85, 1.41], [-5.01, 6.28, -0.02], [-5.83, 6.35, 1.56], [-5.00, 2.80, 3.19], [-3.25, 3.04, 2.97], [-3.93, 1.40, 2.97], [-5.51, 3.80, -2.24], [-7.14, 3.52, -1.58], [-6.33, 2.26, -2.53], [8.88, 1.31, -3.99], [9.19, 0.74, -2.71], [7.92, 0.63, -1.63], [7.70, 2.09, -1.36], [8.84, -0.09, -0.53], [10.05, 0.53, -0.12], [6.56, 0.02, -0.88], [5.36, 0.01, -1.67], [9.71, 1.08, -4.66], [7.97, 0.88, -4.40], [8.77, 2.39, -3.91], [10.00, 1.61, -0.20], [10.88, 0.16, -0.73], [10.24, 0.26, 0.92], [5.52, -0.57, -2.59], [5.06, 1.03, -1.92], [4.57, -0.47, -1.09]], "total_charge": 1, "lumo_energy_ev": -4.63, "e_homo_ev": -10.847, "spin_multiplicity": 1, "de_lowest_kcal_mol": 105.9}

---

{"formula": "C14H34FeO8SSi3", "method": "ωB97M-V with the def2-TZVPD basis set", "symbols": ["Fe", "C", "C", "C", "O", "C", "O", "O", "H", "H", "H", "H", "H", "H", "H", "C", "O", "Si", "C", "C", "C", "Si", "C", "C", "C", "Si", "C", "C", "C", "H", "H", "H", "H", "H", "H", "H", "H", "H", "H", "H", "H", "H", "H", "H", "H", "H", "H", "H", "H", "H", "H", "H", "H", "H", "H", "H", "O", "S", "O", "O", "O"], "coordinates": [[-0.30, -0.15, 0.08], [-3.35, -0.31, 2.24], [-2.13, 0.57, 1.98], [-1.93, 1.55, 3.13], [-0.97, -0.25, 1.82], [-2.37, 1.41, 0.72], [-3.35, 2.12, 0.60], [-1.41, 1.35, -0.17], [-3.20, -0.88, 3.16], [-3.49, -1.01, 1.41], [-4.24, 0.31, 2.33], [-1.71, 0.99, 4.05], [-2.82, 2.15, 3.27], [-1.09, 2.21, 2.93], [-1.27, -1.95, 1.89], [-0.46, -0.22, -3.02], [0.27, 0.02, -1.82], [1.77, 0.74, -1.54], [3.06, -0.10, -2.62], [1.65, 2.51, -2.17], [1.69, 0.49, 0.27], [1.92, 2.06, 1.28], [3.59, 2.92, 1.00], [0.69, 3.45, 0.94], [1.83, 1.68, 3.13], [2.69, -0.91, 1.06], [3.09, -2.41, -0.02], [1.89, -1.57, 2.64], [4.44, -0.35, 1.55], [-0.76, 0.73, -3.47], [-1.34, -0.80, -2.76], [0.16, -0.78, -3.72], [3.11, 0.39, -3.60], [2.84, -1.15, -2.78], [4.04, -0.02, -2.16], [1.80, 2.55, -3.25], [2.39, 3.16, -1.70], [0.66, 2.91, -1.94], [3.74, 3.16, -0.06], [4.45, 2.35, 1.33], [3.58, 3.87, 1.54], [1.05, 4.11, 0.15], [0.60, 4.06, 1.84], [-0.29, 3.09, 0.66], [2.65, 1.06, 3.47], [0.90, 1.16, 3.36], [1.86, 2.62, 3.70], [2.34, -3.19, 0.12], [4.07, -2.81, 0.27], [3.13, -2.19, -1.09], [0.93, -1.09, 2.83], [2.54, -1.41, 3.51], [1.72, -2.65, 2.54], [4.99, 0.04, 0.69], [4.97, -1.24, 1.90], [4.47, 0.39, 2.35], [-0.99, -4.01, -0.58], [-0.97, -2.71, -0.01], [-1.38, -2.87, 1.50], [0.37, -2.05, 0.02], [-1.88, -1.70, -0.59]], "total_charge": -1, "lumo_energy_ev": [2.53, 2.71], "e_homo_ev": [-6.126, -6.099], "spin_multiplicity": 2, "de_lowest_kcal_mol": 0.0}

---

{"formula": "C14H34N4O7P", "method": "ωB97M-V with the def2-TZVPD basis set", "symbols": ["O", "P", "O", "O", "C", "N", "C", "C", "O", "C", "C", "H", "H", "H", "H", "H", "H", "H", "H", "H", "H", "H", "H", "H", "C", "O", "N", "C", "C", "H", "H", "H", "H", "H", "H", "H", "C", "O", "N", "C", "C", "H", "H", "H", "H", "H", "H", "H", "C", "O", "N", "C", "C", "H", "H", "H", "H", "H", "H", "H"], "coordinates": [[4.30, 2.11, 3.08], [3.03, 1.41, 2.37], [3.75, 0.41, 1.09], [2.29, 0.43, 3.60], [1.96, 2.83, 1.70], [0.50, 2.45, 1.41], [-0.19, 2.28, 2.73], [-0.85, 0.83, 3.03], [-0.40, -0.28, 2.17], [-0.76, 0.19, 0.80], [0.34, 1.34, 0.41], [3.57, 0.95, 0.27], [2.30, -0.54, 3.27], [2.45, 3.22, 0.68], [1.98, 3.73, 2.45], [0.09, 3.32, 0.95], [0.53, 2.57, 3.63], [-1.08, 3.08, 2.78], [-2.04, 0.91, 3.07], [-0.54, 0.53, 4.14], [-1.81, 0.76, 0.91], [-0.83, -0.71, 0.05], [-0.04, 1.82, -0.61], [1.34, 0.77, 0.12], [-4.22, -2.46, -0.30], [-4.28, -1.25, -0.11], [-3.52, -3.36, 0.48], [-3.51, -4.78, 0.19], [-2.77, -2.87, 1.62], [-4.76, -2.93, -1.14], [-3.91, -5.32, 1.05], [-2.48, -5.09, 0.01], [-4.11, -5.00, -0.70], [-3.46, -2.37, 2.31], [-2.03, -2.14, 1.27], [-2.27, -3.69, 2.13], [7.41, -1.43, -1.15], [8.11, -1.93, -2.03], [7.61, -0.18, -0.60], [6.74, 0.34, 0.44], [8.72, 0.63, -1.05], [6.54, -1.96, -0.74], [6.29, 1.27, 0.08], [7.34, 0.54, 1.33], [5.95, -0.37, 0.68], [8.61, 0.80, -2.13], [9.65, 0.08, -0.88], [8.75, 1.58, -0.52], [-7.02, 0.65, -4.68], [-8.13, 0.20, -4.47], [-5.96, 0.63, -3.80], [-4.66, 1.19, -4.13], [-6.14, 0.03, -2.50], [-6.77, 1.13, -5.64], [-3.91, 0.40, -4.07], [-4.43, 1.99, -3.42], [-4.67, 1.61, -5.14], [-6.43, -1.02, -2.62], [-6.95, 0.56, -1.97], [-5.22, 0.09, -1.91]], "total_charge": 1, "lumo_energy_ev": -4.15, "e_homo_ev": -10.785, "spin_multiplicity": 1}

---

{"formula": "C14H34N6O28S4", "method": "ωB97M-V with the def2-TZVPD basis set", "symbols": ["C", "N", "O", "O", "H", "H", "H", "C", "N", "O", "O", "H", "H", "H", "C", "N", "O", "O", "H", "H", "H", "C", "N", "O", "O", "H", "H", "H", "C", "N", "O", "O", "H", "H", "H", "C", "N", "O", "O", "H", "H", "H", "C", "C", "O", "S", "O", "O", "O", "H", "H", "H", "H", "C", "C", "O", "S", "O", "O", "O", "H", "H", "H", "H", "C", "C", "O", "S", "O", "O", "O", "H", "H", "H", "H", "C", "C", "O", "S", "O", "O", "O", "H", "H", "H", "H"], "coordinates": [[4.13, -6.66, -3.96], [3.44, -5.85, -5.00], [4.04, -5.05, -5.58], [2.22, -5.99, -5.13], [4.46, -7.52, -4.55], [3.52, -6.83, -3.08], [5.09, -6.21, -3.71], [6.37, -8.58, -8.61], [6.57, -8.20, -7.26], [7.71, -8.14, -6.74], [5.59, -8.16, -6.50], [7.35, -8.71, -9.06], [5.93, -7.67, -9.02], [5.69, -9.43, -8.57], [5.16, -10.20, -0.46], [4.22, -9.89, -1.57], [3.28, -10.62, -1.72], [4.55, -8.99, -2.32], [4.86, -10.99, 0.23], [5.19, -9.27, 0.11], [6.15, -10.34, -0.91], [-0.13, -11.67, -4.74], [-0.66, -10.88, -3.54], [-1.81, -11.05, -3.17], [0.25, -10.30, -2.93], [-0.97, -12.16, -5.24], [0.61, -12.39, -4.41], [0.24, -10.95, -5.48], [3.78, -10.88, -5.79], [3.64, -12.00, -4.79], [4.38, -11.92, -3.78], [2.90, -12.92, -5.05], [3.61, -9.84, -5.50], [3.22, -11.26, -6.65], [4.83, -11.08, -6.03], [2.93, -13.70, -0.57], [3.18, -15.15, -1.06], [4.25, -15.71, -0.69], [2.48, -15.51, -1.93], [3.56, -13.40, 0.27], [1.90, -13.57, -0.25], [3.07, -13.05, -1.44], [1.84, -10.21, -9.59], [0.84, -10.80, -8.62], [0.44, -9.70, -7.73], [0.85, -8.22, -8.41], [1.34, -7.27, -7.42], [-0.02, -7.81, -9.56], [2.13, -8.91, -9.12], [1.47, -10.22, -10.61], [2.73, -10.80, -9.36], [1.04, -11.54, -7.84], [0.04, -11.11, -9.28], [0.83, -15.56, -4.76], [2.08, -16.15, -5.40], [1.90, -15.98, -6.78], [0.55, -15.23, -7.31], [-0.43, -16.22, -7.66], [0.88, -14.11, -8.25], [0.30, -14.71, -5.79], [1.02, -15.12, -3.78], [0.08, -16.29, -4.47], [2.19, -17.21, -5.18], [2.88, -15.46, -5.14], [6.42, -14.30, -4.51], [7.15, -13.61, -3.39], [8.06, -14.60, -3.05], [7.72, -16.13, -3.61], [6.70, -16.87, -2.86], [8.93, -16.84, -3.97], [7.02, -15.49, -4.94], [6.38, -13.69, -5.41], [5.44, -14.37, -4.04], [6.53, -13.29, -2.56], [7.79, -12.80, -3.74], [9.41, -14.05, -6.86], [10.46, -13.37, -5.99], [10.08, -12.06, -5.64], [8.87, -11.53, -6.67], [9.46, -10.79, -7.80], [7.70, -10.89, -6.02], [8.33, -13.05, -7.03], [8.96, -14.92, -6.38], [9.76, -14.32, -7.86], [11.36, -13.29, -6.60], [10.64, -13.96, -5.09]], "total_charge": 1, "lumo_energy_ev": [-6.08, -9.83], "e_homo_ev": [-12.937, -12.937], "spin_multiplicity": 2}

---

Please write out number 1 again, unchanged.
{"formula": "C14H34FN2O12P4S", "method": "ωB97M-V with the def2-TZVPD basis set", "symbols": ["N", "C", "C", "C", "F", "C", "C", "P", "S", "N", "H", "H", "H", "H", "H", "H", "H", "C", "O", "P", "O", "O", "C", "O", "C", "H", "H", "H", "H", "H", "H", "H", "H", "H", "C", "O", "P", "O", "O", "C", "O", "C", "H", "H", "H", "H", "H", "H", "H", "H", "H", "C", "O", "P", "O", "O", "C", "O", "C", "H", "H", "H", "H", "H", "H", "H", "H", "H"], "coordinates": [[-6.71, -5.81, 1.21], [-5.79, -5.15, 0.35], [-5.24, -5.84, -0.72], [-4.31, -5.18, -1.51], [-3.73, -5.81, -2.50], [-3.95, -3.83, -1.26], [-4.56, -3.24, -0.19], [-4.13, -1.49, 0.27], [-4.40, -1.33, 2.19], [-5.45, -3.87, 0.57], [-6.54, -5.49, 2.16], [-7.65, -5.53, 0.91], [-5.56, -6.87, -0.86], [-3.23, -3.34, -1.90], [-2.75, -1.37, -0.07], [-4.85, -0.54, -0.49], [-5.90, -3.40, 1.36], [4.00, -1.72, 1.81], [3.44, -0.46, 1.39], [1.79, -0.41, 1.15], [1.70, -1.28, -0.07], [1.83, 1.16, 0.81], [2.71, 1.62, -0.21], [0.17, -0.29, 1.50], [-0.38, -1.35, 2.29], [5.01, -1.54, 2.17], [3.41, -2.15, 2.62], [4.04, -2.40, 0.97], [2.88, 0.85, -0.97], [3.67, 1.91, 0.24], [2.27, 2.49, -0.68], [0.15, -1.45, 3.23], [-0.32, -2.30, 1.74], [-1.42, -1.12, 2.49], [-4.89, 6.15, 1.05], [-4.43, 4.82, 1.36], [-5.22, 3.57, 0.59], [-6.56, 3.67, 1.26], [-4.26, 2.47, 1.26], [-4.11, 2.43, 2.67], [-5.61, 2.48, -0.62], [-6.18, 3.06, -1.81], [-4.14, 6.85, 1.41], [-5.01, 6.28, -0.02], [-5.83, 6.35, 1.56], [-5.00, 2.80, 3.19], [-3.25, 3.04, 2.97], [-3.93, 1.40, 2.97], [-5.51, 3.80, -2.24], [-7.14, 3.52, -1.58], [-6.33, 2.26, -2.53], [8.88, 1.31, -3.99], [9.19, 0.74, -2.71], [7.92, 0.63, -1.63], [7.70, 2.09, -1.36], [8.84, -0.09, -0.53], [10.05, 0.53, -0.12], [6.56, 0.02, -0.88], [5.36, 0.01, -1.67], [9.71, 1.08, -4.66], [7.97, 0.88, -4.40], [8.77, 2.39, -3.91], [10.00, 1.61, -0.20], [10.88, 0.16, -0.73], [10.24, 0.26, 0.92], [5.52, -0.57, -2.59], [5.06, 1.03, -1.92], [4.57, -0.47, -1.09]], "total_charge": 1, "lumo_energy_ev": -4.63, "e_homo_ev": -10.847, "spin_multiplicity": 1, "de_lowest_kcal_mol": 105.9}

---

Please write out number 3 again, unchanged.
{"formula": "C14H34N4O7P", "method": "ωB97M-V with the def2-TZVPD basis set", "symbols": ["O", "P", "O", "O", "C", "N", "C", "C", "O", "C", "C", "H", "H", "H", "H", "H", "H", "H", "H", "H", "H", "H", "H", "H", "C", "O", "N", "C", "C", "H", "H", "H", "H", "H", "H", "H", "C", "O", "N", "C", "C", "H", "H", "H", "H", "H", "H", "H", "C", "O", "N", "C", "C", "H", "H", "H", "H", "H", "H", "H"], "coordinates": [[4.30, 2.11, 3.08], [3.03, 1.41, 2.37], [3.75, 0.41, 1.09], [2.29, 0.43, 3.60], [1.96, 2.83, 1.70], [0.50, 2.45, 1.41], [-0.19, 2.28, 2.73], [-0.85, 0.83, 3.03], [-0.40, -0.28, 2.17], [-0.76, 0.19, 0.80], [0.34, 1.34, 0.41], [3.57, 0.95, 0.27], [2.30, -0.54, 3.27], [2.45, 3.22, 0.68], [1.98, 3.73, 2.45], [0.09, 3.32, 0.95], [0.53, 2.57, 3.63], [-1.08, 3.08, 2.78], [-2.04, 0.91, 3.07], [-0.54, 0.53, 4.14], [-1.81, 0.76, 0.91], [-0.83, -0.71, 0.05], [-0.04, 1.82, -0.61], [1.34, 0.77, 0.12], [-4.22, -2.46, -0.30], [-4.28, -1.25, -0.11], [-3.52, -3.36, 0.48], [-3.51, -4.78, 0.19], [-2.77, -2.87, 1.62], [-4.76, -2.93, -1.14], [-3.91, -5.32, 1.05], [-2.48, -5.09, 0.01], [-4.11, -5.00, -0.70], [-3.46, -2.37, 2.31], [-2.03, -2.14, 1.27], [-2.27, -3.69, 2.13], [7.41, -1.43, -1.15], [8.11, -1.93, -2.03], [7.61, -0.18, -0.60], [6.74, 0.34, 0.44], [8.72, 0.63, -1.05], [6.54, -1.96, -0.74], [6.29, 1.27, 0.08], [7.34, 0.54, 1.33], [5.95, -0.37, 0.68], [8.61, 0.80, -2.13], [9.65, 0.08, -0.88], [8.75, 1.58, -0.52], [-7.02, 0.65, -4.68], [-8.13, 0.20, -4.47], [-5.96, 0.63, -3.80], [-4.66, 1.19, -4.13], [-6.14, 0.03, -2.50], [-6.77, 1.13, -5.64], [-3.91, 0.40, -4.07], [-4.43, 1.99, -3.42], [-4.67, 1.61, -5.14], [-6.43, -1.02, -2.62], [-6.95, 0.56, -1.97], [-5.22, 0.09, -1.91]], "total_charge": 1, "lumo_energy_ev": -4.15, "e_homo_ev": -10.785, "spin_multiplicity": 1}